Entry 1:
Entry from the Open Molecules 2025 dataset: 2 unconnected molecules or ions with the total composition C4H9O2 at a distorted geometry (ωB97M-V/def2-TZVPD).

- E: -308.3349 Ha
- HOMO-LUMO gap: 7.870 eV
- Lowest unoccupied orbital energy: 4.1 eV
- Energy relative to the best compared isomer or geometry (same formula, charge and spin): 0.272 eV

ORCA input file:
```
! wB97M-V def2-TZVPD RIJCOSX def2/J DEFGRID3
* xyz -1 1
O 1.41627 0.32903 -1.78968
O -0.16842 1.89107 -2.12993
C 0.62136 0.42034 2.44298
C 0.24991 0.70635 -2.02693
C -0.79356 -0.40408 -2.26173
C -0.05117 -0.49839 1.40063
H 0.50171 -1.44405 1.28971
H 1.40018 -0.14663 2.96369
H -1.09034 -0.94042 -1.35076
H -1.70960 0.00949 -2.67782
H 1.17886 1.19181 1.90546
H -0.06732 0.88001 3.13672
H -0.34502 -1.12849 -2.94042
H -0.05495 -0.10934 0.38662
H -1.08791 -0.75670 1.65147
*
```


Entry 2:
Entry from the Open Molecules 2025 dataset: C4H6N2 in the gas phase at a distorted geometry (ωB97M-V/def2-TZVPD).

- E: -265.4908 Ha
- HOMO-LUMO gap: 9.329 eV
- Lowest unoccupied orbital energy: 0.8 eV
- Energy relative to the best compared isomer or geometry (same formula, charge and spin): 1.217 eV

ORCA input file:
```
! wB97M-V def2-TZVPD RIJCOSX def2/J DEFGRID3
* xyz 0 1
N 0.60886 -0.80259 0.32297
N 0.27048 0.20783 -1.64061
C -0.48585 0.01860 0.49759
C 0.94316 -0.83853 -1.00444
C -0.73616 0.59989 1.82179
C -0.60592 0.68813 -0.71949
H 0.08250 1.13741 2.41573
H -1.20937 -0.14887 2.46724
H -1.53214 1.33203 1.84189
H 0.93375 -1.50356 0.93998
H 1.99065 -1.13996 -1.23985
H -1.11217 1.67774 -0.77425
*
```


Entry 3:
Entry from the Open Molecules 2025 dataset: a molecular structure, C28H56O56S14 at a distorted geometry (ωB97M-V/def2-TZVPD).

- E: -10888.2541 Ha
- HOMO-LUMO gap: 10.300 eV
- Lowest unoccupied orbital energy: -0.2 eV
- Energy relative to the best compared isomer or geometry (same formula, charge and spin): 0.000 eV

ORCA input file:
```
! wB97M-V def2-TZVPD RIJCOSX def2/J DEFGRID3
* xyz 0 1
S -3.56393 -4.21460 2.60891
S -0.26398 0.33642 0.58312
S 3.53179 -1.68478 1.71947
S -2.89067 -0.01782 -2.41953
S -2.07250 5.61319 -2.05061
S 2.92711 4.86570 0.23339
S 1.16859 -1.21267 5.76120
S -1.59829 2.56981 3.93580
S 3.89299 2.51120 -3.85742
S -6.32176 1.33280 1.61623
S 1.05174 -0.19480 -5.44748
S -1.84324 -4.66082 -2.70179
S 3.97691 -3.14206 -2.71697
S 5.00152 2.33378 4.49810
O 1.80875 3.73179 0.57733
O -2.18980 2.57635 5.44319
O -7.53060 1.89971 2.13453
O 0.37377 -0.39017 -6.90948
O 2.89852 5.06655 -1.18606
O 3.92143 3.48207 4.27914
O 3.68072 -1.78578 -2.34291
O 5.38381 2.96191 -3.50294
O -1.61760 -0.55442 -2.80697
O -3.22642 -4.42786 -3.00567
O -0.16914 2.56115 3.89856
O 2.13542 6.00004 1.06367
O -6.01734 -0.02824 1.97585
O 5.13550 -1.88018 1.36603
O -1.58148 -6.09022 -1.98069
O 4.18807 4.51923 0.79505
O 5.75224 2.47092 5.71418
O 2.97969 3.59622 -3.64337
O 0.27731 -1.51453 -4.82021
O -3.64098 -1.20562 -1.59324
O -2.50717 -5.18102 2.65325
O 2.91434 -4.14410 -1.99181
O -6.13715 1.59769 0.01478
O -3.79590 -3.66809 1.06207
O 0.30900 -2.57599 5.92157
O 3.42943 -3.37888 -4.20389
O -0.87224 -4.51684 -3.73821
O -0.49110 5.26864 -2.24946
O -3.07109 1.25608 -1.81644
O 3.76023 1.45488 -2.61716
O 2.51774 -1.45932 6.15337
O 2.43292 -0.53100 -5.58623
O -3.10169 -2.78584 3.15373
O 0.62745 1.06239 -4.88652
O -2.51198 5.20276 -0.74167
O 0.10945 0.93046 -0.86882
O 3.87920 1.15307 4.59422
O 3.77650 -1.50112 3.30872
O 0.47337 0.91497 1.67625
O -4.82026 -4.53012 3.19479
O 0.29760 -1.15546 0.27271
O 1.02921 -1.29656 4.13258
O -2.57603 4.62243 -3.22296
O 5.30184 -3.64709 -2.58646
O -1.69650 0.28396 0.75702
O 3.07709 -0.46716 1.12478
O -5.01085 2.25878 2.01438
O -3.93892 -0.14131 -3.62676
O -2.30010 6.98485 -2.40511
O 0.46568 -0.04812 6.20082
O 2.79497 -2.89934 1.55536
O -1.38449 -3.76187 -1.44541
O 5.73115 2.12367 3.28091
O 3.84727 1.78624 -5.08824
O -2.14202 1.05077 3.59897
O -2.26254 3.52679 3.09180
C 4.97804 1.25487 -1.91464
C -4.22020 2.49837 0.85989
C -0.82588 -1.86598 -5.63743
C -0.74336 -4.51044 -0.41736
C -4.43441 -1.45644 -3.80708
C -3.66614 -1.71416 2.36468
C -1.27229 -5.93433 -0.59244
C 5.75581 2.54621 -2.19413
C 2.35642 -5.03802 -2.93527
C 5.12507 -1.77671 3.68660
C -0.99188 -0.80903 -6.69088
C -1.51369 3.88531 -3.85081
C 2.28300 -4.23811 -4.22523
C 2.89608 2.91266 3.48186
C 0.53833 4.30894 0.73759
C -2.92604 0.51222 4.65902
C 2.62490 1.53196 4.04057
C 0.72162 5.84983 0.82724
C -4.60421 -1.92298 -2.34979
C 0.88887 -1.25870 -1.04301
C -5.28536 2.73478 -0.22121
C -0.28844 4.06187 -2.96127
C -3.26814 1.65932 5.57508
C 1.22538 0.21584 -1.38554
C -3.43367 -2.28827 0.98934
C -0.19088 -1.90774 3.73776
C 5.89024 -1.33740 2.46914
C -0.76142 -2.56920 5.03136
H -1.36193 4.25019 -4.86841
H -2.99287 -0.86756 2.46931
H -5.39200 -1.47107 -4.31862
H -0.53835 -6.68206 -0.30060
H -4.30733 -2.96987 -2.24549
H -1.05596 -3.60084 4.84597
H -0.74419 -1.03508 3.38041
H 3.16469 2.82492 2.42756
H -1.84959 2.85909 -3.98673
H -4.09193 -1.86384 0.23771
H -2.20153 -6.11039 -0.05004
H 2.29386 0.88215 3.23261
H 5.22210 -2.80747 4.02732
H 5.61704 3.35235 -1.47335
H 1.85030 1.58804 4.80475
H -3.62180 1.66169 0.50170
H 5.32806 -1.13323 4.54330
H 0.69002 3.98021 -3.43072
H 1.41538 -5.46339 -2.59892
H -0.28001 3.27985 -2.19146
H -3.67755 -2.01255 -4.36230
H -5.94291 3.60423 -0.15261
H 0.04368 3.88223 1.61354
H 0.26240 -1.77765 -1.76364
H -1.45611 -1.15943 -7.60907
H 2.19010 -4.85149 -5.12154
H 6.81927 2.30629 -2.20139
H -4.13203 2.22636 5.21132
H 2.12272 0.53337 -0.85797
H -3.80227 -0.00695 4.27762
H -3.41723 1.40891 6.62114
H 1.83458 -1.80323 -1.07246
H 5.49592 0.41625 -2.38590
H -5.63670 -1.87909 -2.00460
H -0.84862 -4.22557 0.62702
H -1.65802 -2.02782 -4.94643
H -0.55603 -2.86245 -6.00094
H -4.96835 2.63897 -1.25622
H 1.25177 0.37811 -2.45894
H -3.58579 3.35605 1.06011
H -4.71751 -1.64828 2.64336
H 0.31288 -4.43359 -0.69196
H 0.26250 6.24372 1.73115
H -1.68441 -2.05900 5.31765
H 6.92477 -1.66861 2.47891
H -2.30694 -0.19491 5.21733
H -2.37009 -2.18492 0.76134
H -1.59277 0.05086 -6.38664
H 5.81218 -0.25443 2.35629
H -0.15336 -2.68549 2.97604
H 3.11661 -5.82469 -3.00760
H 0.26253 6.38062 -0.00318
H -0.12237 3.94179 -0.05166
H 2.04862 3.59436 3.46458
H 4.79991 1.03636 -0.86463
H 1.35438 -3.67021 -4.30339
*
```


Entry 4:
Entry from the Open Molecules 2025 dataset: a molecular structure, C27H52P2RhSi at a distorted geometry (ωB97M-V/def2-TZVPD).

- E: -2142.2666 Ha
- Expectation value of S²: 6.030
- HOMO-LUMO gap (spin up / spin down): 6.828 / 4.109 eV
- Lowest unoccupied orbital energy (spin up / spin down): -2.5 / -5.1 eV
- Energy relative to the best compared isomer or geometry (same formula, charge and spin): 1.988 eV

ORCA input file:
```
! wB97M-V def2-TZVPD RIJCOSX def2/J DEFGRID3
* xyz 1 5
Rh -3.41914 2.07367 -2.07499
P -0.62480 2.24218 -2.58558
P 0.15457 -1.05454 -2.67304
Si 1.55669 2.47255 -2.04705
C -5.97371 1.10912 -1.60521
C 0.73707 -1.37672 1.39750
C -4.89671 2.44740 -4.62193
C -0.53883 -1.96892 1.23862
C 0.53653 -0.07120 1.94655
C -4.88438 3.39635 -2.19864
C -4.02519 0.51720 -3.20867
C 1.34573 3.52602 -0.49973
C -4.59925 0.51046 -1.88277
C 2.21789 0.85424 -1.40518
C 2.04290 -2.03922 1.20546
C 2.44645 3.08875 -3.55605
C -0.80987 4.03269 -3.06691
C 1.59971 0.89413 2.28599
C -1.47889 1.32438 2.74480
C -2.32229 2.26961 -0.31357
C -0.85564 0.12946 2.12634
C -1.52340 -1.00878 1.61559
C -6.12724 2.66139 -1.74822
C 1.50141 -2.24150 -2.84813
C -0.53737 1.31450 -4.17328
C -0.01937 -0.14679 -4.27314
C -2.98877 -1.16180 1.52311
C -0.78967 -3.35030 0.78804
C -4.23073 3.19109 -3.47222
C -1.40995 -2.01183 -2.86436
C -4.82900 0.91115 -4.45301
H -4.37826 0.47694 -5.37108
H 1.83494 0.86757 3.36830
H -4.16997 -0.23751 -1.18429
H 1.52271 4.59329 -0.68175
H -0.78896 -0.66983 -4.88841
H -6.16133 0.85286 -0.55990
H -1.61668 1.25087 -4.41914
H -2.22217 -1.45227 -2.37585
H 1.78677 3.64157 -4.22199
H 0.15540 4.54477 -3.20247
H 0.34521 3.38955 -0.05130
H -3.45712 -0.22050 1.20452
H 2.09133 3.20812 0.23268
H -3.42348 -1.44105 2.49388
H -1.35120 4.14501 -4.02474
H -1.30856 -3.00087 -2.39504
H 2.37709 -1.73254 -3.26380
H -5.91844 2.81305 -4.79310
H -1.67325 -2.13159 -3.92483
H 1.96725 -2.91162 0.54769
H -6.38565 3.06752 -0.75773
H 3.26109 3.74711 -3.25617
H -3.23896 -1.93353 0.79102
H 2.45939 -2.39111 2.16308
H -1.21046 1.41824 3.80503
H -6.96414 2.93864 -2.39583
H -6.74684 0.58556 -2.18839
H -1.16555 2.24279 2.23323
H 2.88537 2.26065 -4.11366
H -4.33879 2.72032 -5.52835
H -2.56943 1.26136 2.68655
H 2.98501 1.11517 -0.66821
H 1.43228 0.27133 -0.89115
H -4.61250 4.31516 -1.66419
H 1.18088 -3.06191 -3.49456
H 0.94766 -0.25008 -4.79976
H -1.80304 -3.47550 0.37646
H 2.77791 -1.36211 0.75428
H 2.69602 0.24638 -2.17832
H -3.24926 -0.24241 -3.39562
H -3.05738 2.08644 0.48574
H -5.83589 0.48560 -4.37287
H 1.73436 -2.60317 -1.83582
H 2.53053 0.68403 1.73266
H -1.38206 4.51289 -2.24514
H 1.30284 1.92950 2.03921
H -3.51873 3.98492 -3.74506
H -1.97598 3.30640 -0.26793
H -0.06566 -3.67078 0.02299
H -0.69534 -4.04039 1.64361
H -1.46939 1.57886 -0.21917
H -0.02859 1.98409 -4.88700
*
```